Record 1
Here is a structure of composition C5H15BrCuN3O2 in a non-equilibrium geometry from the Open Molecules 2025 dataset. Energies are from ωB97M-V/def2-TZVPD.

CARTESIAN COORDINATES (ANGSTROEM)
1 Cu -2.177 18.897 23.551
2 Br -1.092 16.995 22.149
3 C 1.978 17.380 25.133
4 O 1.238 18.346 25.266
5 N 3.019 17.124 25.998
6 N 1.831 16.497 24.098
7 H 3.877 16.709 25.688
8 H 3.022 17.648 26.853
9 H 2.395 15.679 23.966
10 H 1.215 16.731 23.341
11 C -3.616 14.504 20.278
12 C -3.168 13.474 21.315
13 C -3.515 12.043 20.927
14 O -4.869 11.981 20.631
15 C -5.394 10.670 20.589
16 N -1.731 13.573 21.521
17 H -3.581 15.526 20.650
18 H -4.647 14.321 19.984
19 H -2.984 14.369 19.401
20 H -3.594 13.715 22.314
21 H -3.194 11.334 21.707
22 H -2.913 11.772 20.042
23 H -5.073 10.068 21.445
24 H -5.193 10.115 19.668
25 H -6.477 10.766 20.658
26 H -1.463 12.764 22.099
27 H -1.499 14.434 22.052

Calculated values
- Calculated total energy: -128667.2557 eV
- Orbital gap (alpha / beta): 0.2762 / 0.1353 hartree
- Spin multiplicity: 2
- Maximum force: 0.0764 Eh/bohr
- HOMO energy (alpha / beta): -11.877 / -11.877 eV
- Relative energy (zero: lowest compared OMol25 entry of this formula, charge and spin): 0.000 eV
- LUMO (alpha / beta): -4.362 / -8.194 eV
- Total charge: +1

=====

Record 2
Here is the molecule C3H6Si in a non-equilibrium geometry from the Open Molecules 2025 dataset. Energies are from ωB97M-V/def2-TZVPD.

CARTESIAN COORDINATES (ANGSTROEM)
1 Si -1.692 -0.029 0.066
2 C 0.183 -0.106 0.026
3 C 1.279 -0.375 0.668
4 C 1.528 0.399 -0.527
5 H -1.762 -0.677 -1.243
6 H -2.609 1.116 0.009
7 H -2.501 -0.862 1.054
8 H 1.890 -0.715 1.762
9 H 1.948 1.383 -0.377
10 H 1.735 -0.135 -1.440

Calculated values
- Calculated total energy: -11081.4570 eV
- Orbital gap: 0.3786 hartree
- Spin multiplicity: 1
- Maximum force: 0.0967 Eh/bohr
- SMILES: [SiH3]C1=CC1
- HOMO energy: -9.340 eV
- Relative energy (zero: lowest compared OMol25 entry of this formula, charge and spin): 2.189 eV
- LUMO: 0.962 eV

=====

Record 3
Here is the molecule C5H8O from the Open Molecules 2025 dataset. Energies are from ωB97M-V/def2-TZVPD.

CARTESIAN COORDINATES (ANGSTROEM)
1 C -2.385 0.966 -0.971
2 C -1.102 0.290 -0.761
3 C -0.067 -0.309 -0.596
4 C 1.168 -1.010 -0.221
5 C 1.824 -0.300 0.976
6 O 0.912 -0.074 2.022
7 H -2.410 1.938 -0.468
8 H -2.575 1.133 -2.035
9 H -3.205 0.362 -0.571
10 H 0.920 -2.043 0.051
11 H 1.870 -1.046 -1.063
12 H 2.621 -0.926 1.387
13 H 2.277 0.641 0.627
14 H 0.152 0.376 1.624

Calculated values
- Calculated total energy: -7360.3803 eV
- Orbital gap: 0.3882 hartree
- Spin multiplicity: 1
- Maximum force: 0.0106 Eh/bohr
- SMILES: CC#CCCO
- HOMO energy: -9.661 eV
- Relative energy (zero: lowest compared OMol25 entry of this formula, charge and spin): 1.875 eV
- LUMO: 0.903 eV

=====

Record 4
Here is a structure of composition C17H22Cl2HfO4 in a non-equilibrium geometry from the Open Molecules 2025 dataset. Energies are from ωB97M-V/def2-TZVPD.

CARTESIAN COORDINATES (ANGSTROEM)
1 C -0.742 0.633 -2.811
2 C -1.578 -0.499 -2.566
3 C -0.746 -1.643 -2.361
4 C -3.053 -0.498 -2.602
5 C 0.621 -1.227 -2.493
6 C 0.633 0.191 -2.759
7 C 1.818 0.993 -3.138
8 C -1.225 1.968 -3.221
9 C -1.232 -3.022 -2.181
10 C 1.792 -2.127 -2.525
11 Hf 0.017 0.352 -0.212
12 Cl -2.349 -0.116 0.332
13 Cl 0.158 2.636 -0.383
14 O 1.833 -0.370 -0.172
15 H -3.460 0.470 -2.289
16 H -3.468 -1.254 -1.928
17 H -3.422 -0.702 -3.616
18 H -2.049 -3.057 -1.449
19 H -0.434 -3.688 -1.839
20 H -1.621 -3.430 -3.125
21 H 1.676 -2.935 -1.795
22 H 2.708 -1.583 -2.274
23 H 1.951 -2.601 -3.506
24 H 2.705 0.607 -2.626
25 H 1.697 2.034 -2.825
26 H 2.036 0.997 -4.219
27 H -2.049 2.280 -2.568
28 H -1.603 1.986 -4.252
29 H -0.437 2.720 -3.143
30 H 2.282 -0.849 0.539
31 O 2.854 4.090 -0.677
32 H 3.826 4.104 -0.511
33 O -0.822 1.929 2.416
34 C -0.295 0.865 2.701
35 O 0.115 -0.032 1.817
36 C -0.048 0.458 4.134
37 C 0.633 -0.728 4.442
38 C 0.805 -1.072 5.781
39 C 0.315 -0.220 6.783
40 C -0.342 0.982 6.465
41 C -0.511 1.322 5.125
42 H 0.992 -1.357 3.626
43 H 1.316 -2.009 6.032
44 H 0.445 -0.489 7.830
45 H -0.729 1.654 7.235
46 H -1.012 2.236 4.804

Calculated values
- Calculated total energy: -52533.1568 eV
- Orbital gap: 0.1571 hartree
- Spin multiplicity: 1
- Maximum force: 0.0546 Eh/bohr
- HOMO energy: 0.234 eV
- LUMO: 4.510 eV
- Total charge: -2

=====

Record 5
Here is a cluster of 2 separate species, C4H12N2O2 in total in a non-equilibrium geometry from the Open Molecules 2025 dataset. Energies are from ωB97M-V/def2-TZVPD.

CARTESIAN COORDINATES (ANGSTROEM)
1 C -1.631 0.887 0.897
2 N -1.470 0.156 -0.346
3 N -1.974 -1.150 -0.441
4 C -0.580 0.525 -1.290
5 O 0.050 1.605 -1.241
6 H -0.979 0.497 1.685
7 H -1.359 1.924 0.724
8 H -2.672 0.826 1.218
9 H -1.535 -1.745 0.262
10 H -2.976 -1.143 -0.270
11 H -0.542 -0.151 -2.145
12 C 1.787 -0.936 -0.625
13 C 1.809 0.048 0.882
14 O 1.525 1.347 0.789
15 H 2.478 -0.476 -1.325
16 H 0.928 -1.345 -1.144
17 H 2.264 -1.825 -0.197
18 H 2.855 -0.111 1.169
19 H 1.126 -0.522 1.533
20 H 0.898 1.588 -0.136

Calculated values
- Calculated total energy: -11415.3801 eV
- Orbital gap: 0.3540 hartree
- Spin multiplicity: 1
- Maximum force: 0.0799 Eh/bohr
- SMILES: CN(N)C=O.CCO
- HOMO energy: -8.999 eV
- Relative energy (zero: lowest compared OMol25 entry of this formula, charge and spin): 3.837 eV
- LUMO: 0.635 eV

=====

- What is the formula in the fourth record?
  C17H22Cl2HfO4